1.
Here is 2 unconnected molecules or ions with the total composition C4H14N2O from the OMol25 dataset. Energies are from wB97M-V/def2-TZVPD.

The geometry in XYZ format:
```
21
Properties=species:S:1:pos:R:3:forces:R:3:nbo_charge:R:1
C -1.288647 1.991314 -0.049721 -1.600 0.261 1.314 -0.436
N -1.305954 0.580840 -0.410265 3.100 -2.197 -0.890 -0.667
C 0.139005 0.127443 0.003153 0.475 0.032 -0.794 -0.238
C 0.883237 -0.865018 -1.039498 -2.315 -1.354 1.828 -0.070
C 2.339616 -1.107807 -0.768199 0.582 3.308 2.794 -0.615
N 0.125418 -2.203761 -0.945133 -0.795 1.526 -0.270 -0.847
H -1.538919 2.136121 1.031113 0.752 -0.597 -0.607 0.208
H -0.318645 2.399573 -0.157948 0.690 1.062 -0.578 0.176
H -2.094849 2.616803 -0.378851 -0.304 0.127 -1.444 0.208
H -1.247756 0.239366 -1.431298 -0.854 1.946 1.682 0.371
H 0.780878 1.010266 0.150207 -0.154 -0.031 -0.477 0.173
H 0.086485 -0.241228 1.028536 0.064 -0.751 -0.210 0.199
H 0.886604 -0.496611 -2.056778 -0.800 0.336 -0.294 0.191
H 2.952126 -1.542825 -1.460353 0.728 -1.419 -2.644 0.223
H 2.595643 -1.679707 0.129000 -0.487 0.326 0.373 0.204
H 2.836519 -0.060388 -0.683180 -0.724 -1.555 0.285 0.208
H -0.929232 -1.999350 -0.789091 2.514 -0.591 -0.052 0.362
H 0.538517 -2.632408 -0.110419 -0.770 -0.002 -0.237 0.350
O -1.633096 0.932752 2.814839 -0.860 0.415 -3.495 -0.941
H -1.813967 0.129011 3.238865 -0.244 -1.764 1.642 0.461
H -1.992983 0.665613 1.885012 1.000 0.923 2.073 0.478
```
Forces are in eV/Å.

Results
ΔE to the lowest compared entry with this formula, charge and spin	293.20	kJ/mol
LUMO level	0.91	eV
SMILES	CNC[C@@H](C)N.O
frontier orbital gap	10.2	eV
multiplicity	1
E_HOMO	-9.252	eV

***

2.
Here is a molecular structure, C17H27N6O7S3Sr from the OMol25 dataset. Energies are from wB97M-V/def2-TZVPD.

The geometry in XYZ format:
```
61
Properties=species:S:1:pos:R:3:forces:R:3:nbo_charge:R:1
Sr 0.191362 0.173612 -1.025318 0.313 -0.497 0.313 1.797
C 3.844037 3.947050 0.210937 0.041 0.014 -0.059 -0.553
C 4.191677 2.476651 0.024620 -0.062 -0.001 0.017 -0.522
S 2.835571 1.285947 0.076934 -0.011 -0.068 0.069 0.116
C 2.155785 1.449444 1.743112 0.031 0.019 -0.071 -0.558
C 1.172372 2.593360 1.974629 -0.076 0.021 0.034 -0.544
S -0.244890 2.676747 0.843534 0.044 -0.151 -0.063 0.130
C 0.053839 4.020911 -0.379812 -0.054 -0.018 0.049 -0.519
C 1.194219 5.009008 -0.168392 0.026 -0.016 -0.078 -0.552
S 2.733108 4.618304 -1.049018 -0.004 -0.019 -0.006 0.216
H 4.775458 4.510879 0.137360 -0.005 0.002 0.017 0.249
H 3.441629 4.152130 1.199833 0.010 -0.015 0.031 0.218
H 4.917333 2.157454 0.774721 0.026 0.030 -0.017 0.236
H 4.638464 2.313949 -0.956619 0.027 0.023 0.003 0.247
H 2.990737 1.521256 2.443150 -0.024 -0.006 0.031 0.246
H 1.667063 0.492215 1.943216 0.007 -0.003 0.007 0.239
H 1.661621 3.560531 1.979428 0.033 0.020 0.002 0.227
H 0.727086 2.468572 2.962967 0.020 0.014 0.004 0.253
H -0.894844 4.557463 -0.371537 0.011 0.008 -0.012 0.243
H 0.160471 3.566427 -1.362310 0.011 0.012 -0.012 0.224
H 1.401977 5.229997 0.876790 -0.006 0.011 0.020 0.228
H 0.878019 5.953868 -0.611760 -0.013 0.003 0.026 0.256
O -6.613203 3.224252 -1.441115 0.029 0.001 0.032 -0.372
N -6.567609 2.426985 -0.525996 -0.112 -0.064 0.019 0.537
O -7.437192 2.250687 0.300687 0.063 0.039 -0.045 -0.355
C -5.362612 1.603182 -0.414763 0.036 -0.085 0.117 -0.046
C -5.251325 0.677880 0.619791 -0.178 0.071 0.021 -0.097
C -4.125185 -0.089689 0.731511 0.080 -0.062 -0.022 -0.089
C -3.001661 0.031279 -0.139375 0.073 -0.032 0.034 0.510
O -1.869974 -0.504109 0.074115 0.153 0.276 -0.351 -0.834
C -3.247384 0.942273 -1.223272 -0.213 -0.080 0.166 -0.119
C -4.358228 1.755989 -1.337928 0.119 0.002 -0.154 -0.113
N -2.177708 1.077678 -2.173112 -0.054 -0.158 -0.183 0.512
O -1.674471 2.168447 -2.376799 -0.065 0.095 -0.036 -0.364
O -1.711714 0.043012 -2.678542 -0.083 0.258 0.157 -0.461
N -4.061243 -1.051229 1.838248 0.029 -0.010 0.094 0.533
O -4.620040 -0.745477 2.871709 0.019 -0.009 -0.056 -0.359
O -3.468606 -2.092669 1.642106 -0.015 0.028 -0.025 -0.366
H -6.049839 0.571021 1.341733 0.007 0.014 -0.017 0.286
H -4.458317 2.471466 -2.143285 0.010 -0.006 0.003 0.274
C 3.322371 -2.367115 -1.087475 -0.013 -0.018 0.037 -0.404
N 2.486622 -3.518141 -0.816326 0.006 0.032 -0.095 -0.432
C 2.627587 -4.592514 -1.795286 -0.002 -0.017 0.017 -0.412
C 1.287703 -3.307283 -0.193603 0.040 -0.019 0.041 0.659
N 0.834283 -2.087243 -0.041460 -0.199 0.365 -0.140 -1.014
N 0.621689 -4.404123 0.249578 -0.011 -0.021 -0.001 -0.426
C -0.758304 -4.276165 0.695834 -0.003 -0.003 -0.012 -0.426
C 1.324752 -5.581637 0.747715 -0.001 0.006 0.009 -0.414
H 4.331991 -2.715095 -1.300997 0.004 0.006 -0.009 0.218
H 3.348255 -1.706883 -0.225210 0.006 -0.004 -0.013 0.228
H 2.973004 -1.797676 -1.961301 0.001 0.000 -0.009 0.164
H 2.551257 -4.188754 -2.809698 0.007 0.008 -0.002 0.196
H 1.849173 -5.337473 -1.669232 0.015 0.029 -0.016 0.224
H 3.598865 -5.075121 -1.688450 0.006 -0.010 0.002 0.212
H 0.029354 -2.113808 0.577769 -0.087 -0.010 0.098 0.376
H -0.832315 -3.880310 1.714113 -0.002 0.003 0.000 0.203
H -1.215570 -5.263464 0.682946 0.001 0.000 -0.001 0.225
H -1.325968 -3.632293 0.025569 0.007 0.007 0.012 0.227
H 2.398849 -5.441569 0.671133 -0.013 -0.005 0.013 0.223
H 1.039908 -6.477385 0.193741 -0.010 -0.007 0.000 0.206
H 1.070682 -5.732701 1.798447 0.003 0.000 0.010 0.211
```
Forces are in eV/Å.

Results
ΔE to the lowest compared entry with this formula, charge and spin	74.58	kJ/mol
LUMO level	-4.15	eV
frontier orbital gap	7.4	eV
multiplicity	1
E_HOMO	-11.559	eV
charge	+1

***

We obtain E_tot values of -9400.568 -74670.308 eV for the records listed above, in that order.